No. 1
46
Properties=species:S:1:pos:R:3:forces:R:3 method="wB97M-V/def2-TZVPD" homo_lumo_gap_ev=8.5 total_charge=0 multiplicity=1 relative_energy_kj_mol=31.72 smiles="CCCCc1cc(=O)oc2cc(OCC(=O)Nc3cccnc3)c(Cl)cc12" energy_ha=-1644.2191 e_homo_ev=-8.43
C 0.0673 1.0067 3.8338 -0.0629 0.0888 0.1330
C -0.0204 2.4268 4.3816 0.1988 -0.0730 -0.1494
C 0.4097 3.4955 3.3724 -0.1858 0.0591 0.1801
H 0.7977 4.3611 3.9142 0.0644 0.0047 -0.0809
H 1.2186 3.0965 2.7596 0.1124 0.0512 -0.0024
C -0.7320 4.0033 2.4758 0.1774 -0.0562 0.0502
C -1.3193 2.9420 1.5999 -0.7026 -0.0332 0.1142
C -2.5470 2.4307 1.8520 0.4668 0.2925 0.0121
C -3.1410 1.3715 1.0661 -0.5831 -0.1774 0.1718
O -4.2309 0.8887 1.2453 0.3948 0.1333 -0.1017
O -2.3800 0.8743 0.0335 -0.1664 -0.2290 -0.0669
C -1.1666 1.3798 -0.2633 0.8215 0.4933 -0.1047
C -0.5114 0.8085 -1.3522 -0.0806 -0.0062 -0.0118
C 0.7303 1.2722 -1.7477 -0.1990 0.3674 0.3675
C 1.2983 2.3463 -1.0336 -0.0465 -0.1610 -0.1394
C 0.6605 2.9063 0.0446 -0.1806 -0.2577 -0.1356
C -0.5866 2.4284 0.4678 -0.1069 -0.4363 -0.3464
H 1.1327 3.7273 0.5570 0.0763 0.0853 0.0596
Cl 2.8270 2.9508 -1.5462 0.2398 0.1525 -0.0080
O 1.4421 0.8180 -2.8030 -0.0160 -0.0594 0.0754
C 1.0276 -0.3537 -3.4506 0.0119 0.0024 0.1499
C 1.1191 -1.5797 -2.5209 -0.0380 0.3296 -0.3987
O 1.5075 -1.4983 -1.3842 0.1108 -0.0394 0.1295
N 0.7175 -2.7193 -3.1485 -0.1333 -0.0433 -0.3265
C 0.6844 -4.0224 -2.6376 -0.0316 -0.4767 0.1172
C 0.2476 -5.0489 -3.4729 0.0771 0.0738 0.1980
C 0.2105 -6.3421 -2.9858 0.0399 0.1468 0.0452
C 0.6144 -6.5621 -1.6766 -0.1010 -0.2403 -0.1952
N 1.0283 -5.5930 -0.8808 0.0628 -0.3312 0.3507
C 1.0651 -4.3569 -1.3356 0.0730 0.5830 -0.0589
H 1.4094 -3.6032 -0.6444 -0.0178 0.0761 -0.0880
H 0.6073 -7.5536 -1.2454 -0.0377 -0.1274 -0.0474
H -0.1234 -7.1571 -3.6086 -0.0235 -0.0753 -0.0347
H -0.0572 -4.8310 -4.4883 -0.0279 0.0065 -0.0835
H 0.4186 -2.6412 -4.1122 0.0678 0.1091 0.1848
H 0.0089 -0.2539 -3.8513 0.1077 -0.0362 0.0141
H 1.7277 -0.4786 -4.2824 -0.1609 -0.0307 0.0716
H -1.0075 -0.0076 -1.8505 -0.0381 -0.1127 -0.0867
H -3.1481 2.7797 2.6768 -0.0439 0.0372 0.0575
H -1.5194 4.4093 3.1132 0.0041 0.0439 -0.0528
H -0.3527 4.8161 1.8524 -0.0642 0.0660 -0.0085
H -1.0400 2.6275 4.7165 -0.0468 0.0578 0.1013
H 0.6297 2.4947 5.2569 -0.0836 0.0354 0.0427
H -0.1973 0.2905 4.6082 -0.0140 -0.1397 0.0164
H -0.6066 0.8605 2.9951 -0.0211 -0.0948 -0.0715
H 1.0796 0.7894 3.4997 0.1067 -0.0586 -0.0431

No. 2
19
Properties=species:S:1:pos:R:3:forces:R:3 method="wB97M-V/def2-TZVPD" homo_lumo_gap_ev="2.7 / 11.6" total_charge=-1 multiplicity=2 relative_energy_kj_mol=114.26 energy_ha=-198.7890 e_homo_ev="1.51 / -7.40"
C -1.0024 -0.2743 -0.8011 2.8191 1.3400 -2.4526
C -2.0751 -1.1901 -1.2438 -2.0907 0.1466 -0.3540
C -1.1734 1.2573 -1.0143 -1.7043 -0.0134 2.2507
H -0.7754 -0.4040 0.2143 0.3115 -0.3399 1.4957
H -0.0245 -0.6236 -1.3507 -1.5779 0.7652 0.8883
H -2.5930 -0.9099 -2.1814 0.2866 0.2304 0.3743
H -2.0524 1.5765 -0.3049 1.5066 -0.2826 -1.2251
H -2.8662 -1.3834 -0.4982 0.2467 0.3118 -0.1391
H -1.6534 -2.1316 -1.4599 0.5320 -1.4131 -0.1569
H -0.3056 1.8762 -0.7332 -0.0674 -0.5401 0.2074
H -1.4465 1.5943 -1.9903 -0.2887 -0.2035 -0.9238
C 2.4293 0.0966 0.8692 1.7235 -0.9705 -2.5604
C 1.5172 0.2061 2.0896 -0.6849 -4.4883 -3.2229
H 3.0030 -0.8935 0.6750 -1.0213 0.9894 1.2376
H 1.8642 0.0730 -0.1185 0.2976 0.6718 1.2335
H 3.3024 0.8053 0.7379 -1.2768 -0.1970 0.3956
H 0.8923 -0.8187 2.0505 0.5691 2.4214 0.0834
H 2.0093 0.0779 2.9587 1.9749 -0.1092 3.0142
H 0.9501 1.0658 2.1010 -1.5556 1.6810 -0.1460

No. 3
44
Properties=species:S:1:pos:R:3:forces:R:3 method="wB97M-V/def2-TZVPD" homo_lumo_gap_ev="6.3 / 4.4" total_charge=+2 multiplicity=3 relative_energy_kj_mol=265.51 energy_ha=-1211.2956 e_homo_ev="-14.61 / -14.17"
C -2.0174 -2.1006 0.0837 -2.1480 0.4867 -1.3862
C -1.6903 1.0767 -1.6615 -0.9766 -0.5382 -1.4127
H -1.6201 -2.6474 -0.7941 0.2323 -0.0178 0.2658
H -3.0364 -1.7813 -0.2408 0.1128 -0.4048 -0.0319
H -2.1957 -2.7806 0.9183 0.3569 0.2901 -0.0269
H -1.4870 0.6107 -2.6402 -0.2952 0.0246 -0.0363
H -2.7471 0.8073 -1.4307 -0.2171 -0.1030 0.1701
H -1.6526 2.1561 -1.7697 0.0867 -0.1337 0.1484
C 0.2680 -2.3418 1.8322 -0.0844 -0.2206 0.0200
C 1.2636 -3.1183 2.4238 0.2390 0.3214 -0.1054
C 2.5861 -2.9218 2.0238 -0.2040 -0.0081 -0.0700
C 2.8277 -2.0491 0.9759 -0.3257 0.6044 -0.8283
H -0.7305 -2.3583 2.2659 0.3463 -0.0720 -0.3003
H 1.0185 -3.8345 3.2103 -0.0258 0.4281 -0.1699
H 3.4272 -3.4147 2.5104 -0.3265 0.0094 -0.0642
H 3.8412 -1.8179 0.6351 -0.4293 -0.3394 0.3565
N 0.4609 -1.5524 0.7477 1.7956 0.4100 0.1799
C 1.7560 -1.4317 0.3034 -0.3483 -0.7037 0.9812
C 1.9618 -0.5851 -0.8726 0.2556 0.7936 -1.2582
N 0.8651 0.0835 -1.3690 0.9284 0.2333 0.4852
C 1.0840 1.0114 -2.3448 0.3164 -0.4615 -0.0193
C 3.4235 0.4787 -2.4985 -0.3999 -0.2625 0.2582
C 2.3260 1.2144 -2.9401 -0.1983 -0.0975 0.3757
H 0.2356 1.6109 -2.6698 0.3672 -0.3426 0.0633
H 2.4203 1.9532 -3.7273 -0.0314 -0.0680 0.0877
C 3.2342 -0.4253 -1.4594 -0.8927 -0.1126 0.4626
H 4.0467 -1.0247 -1.0653 0.0037 0.2581 -0.2783
H 4.4101 0.5947 -2.9284 -0.0853 0.0730 -0.0813
Mo -1.0645 -0.2641 -0.2945 1.8065 0.8951 1.5505
I -2.4600 0.0635 2.0072 0.3463 0.6419 0.0862
C -0.3363 2.0616 0.4417 0.8721 -0.4611 -0.1744
C -1.1021 2.8625 1.4041 -0.7966 -0.5704 0.2591
C -0.7171 2.9347 2.7646 -0.2588 -0.5902 0.0892
C -1.5860 3.4577 3.7141 -0.1354 0.1904 0.3083
C -2.8359 3.9611 3.3363 0.3449 -0.0677 -0.1395
C -3.1939 3.9643 1.9838 0.0096 0.1053 -0.3933
C -2.3280 3.4526 1.0209 -0.1807 -0.1791 0.2430
H 0.6071 1.6717 0.8428 -0.1736 0.2540 0.0154
H -0.1716 2.5795 -0.5129 -0.0573 -0.4295 0.4647
H 0.2464 2.5149 3.0597 -0.2470 0.1426 -0.0038
H -1.3041 3.4492 4.7706 -0.0384 0.0993 -0.4080
H -3.5208 4.3583 4.0850 0.1938 -0.1354 -0.1943
H -4.1679 4.3467 1.6725 0.3340 -0.0154 0.1335
H -2.6032 3.4350 -0.0368 -0.0718 0.0736 0.3784